[1]
A molecular structure, C4H10O. Source: OMol25; level of theory: ωB97M-V/def2-TZVPD.

Last column: natural (NBO) charge in e.
Cartesian coordinates (Å):
H1 -1.866 -0.913 0.581  0.225
H2 0.637 -0.956 1.128  0.195
H3 2.234 0.438 -1.142  0.213
C1 0.755 -0.514 0.126  -0.504
H4 0.524 -1.302 -0.606  0.216
H5 -1.032 1.972 0.977  0.482
H6 -1.959 -1.069 -1.220  0.211
H7 -2.885 0.239 -0.328  0.214
H8 2.375 0.867 0.568  0.209
H9 -1.188 0.467 -0.734  0.237
C2 -0.157 0.682 -0.033  0.126
C3 2.168 0.042 -0.124  -0.596
O1 -0.566 1.155 1.175  -0.699
C4 -1.998 -0.401 -0.368  -0.737
H10 2.959 -0.706 0.001  0.208

Output
Largest force on an atom, eV Å⁻¹: 0.56
Gap between HOMO and LUMO, Ha: 0.3195
HOMO, eV: -7.7
Energy relative to the best compared isomer or geometry (same formula, charge and spin), kcal per mole: 92.4
Total charge: 0



[2]
A single C5H10N2O molecule at a distorted geometry. Source: OMol25; level of theory: ωB97M-V/def2-TZVPD.

Last column: natural (NBO) charge in e.
Cartesian coordinates (Å):
C1 0.276 -1.178 0.327  0.161
C2 -0.354 -0.143 -0.558  0.250
H1 1.937 -1.114 -0.815  0.399
N1 0.126 0.037 -1.862  -0.646
H2 2.081 -2.102 0.548  0.378
C3 -0.189 2.292 0.336  -0.671
H3 -0.182 1.967 1.374  0.236
H4 1.199 1.516 -0.992  0.223
O1 -1.815 0.032 -0.415  -0.724
C4 -0.413 -1.926 1.193  -0.524
H5 -1.482 -1.865 1.296  0.197
H6 0.066 -2.711 1.756  0.196
N2 1.648 -1.287 0.139  -0.816
H7 -0.460 -0.437 -2.543  0.367
H8 -1.150 2.700 0.032  0.239
H9 -2.062 -0.090 0.511  0.475
H10 0.537 3.107 0.263  0.219
C5 0.237 1.202 -0.589  0.042

Output
Largest force on an atom, eV Å⁻¹: 2.20
SMILES: C=C(N)[C@]1(O)N[C@H]1C
Gap between HOMO and LUMO, Ha: 0.3337
HOMO, eV: -8.4
Energy relative to the best compared isomer or geometry (same formula, charge and spin), kcal per mole: 106.4
Total charge: 0



[3]
A single C24H28N2O2 molecule at a distorted geometry. Source: OMol25; level of theory: ωB97M-V/def2-TZVPD.

Last column: natural (NBO) charge in e.
Cartesian coordinates (Å):
H1 -1.521 0.214 1.761  0.219
H2 -4.536 1.768 -1.594  0.202
C1 -4.841 0.018 1.273  -0.230
C2 5.510 2.209 0.521  0.087
H3 -2.041 1.151 -1.787  0.172
C3 1.850 -1.605 -1.483  -0.148
C4 3.733 -0.785 -0.236  -0.015
H4 -3.163 1.896 1.893  0.202
H5 2.124 1.179 -2.123  0.212
H6 0.547 1.379 1.171  0.178
H7 0.739 -0.361 0.836  0.208
C5 4.165 -2.106 -0.088  -0.205
H8 2.441 1.564 -0.423  0.192
H9 -3.481 2.919 0.482  0.204
C6 0.214 0.544 0.529  -0.223
C7 2.287 -2.905 -1.333  -0.226
O1 -2.351 -2.147 1.948  -0.726
H10 5.710 3.211 0.195  0.203
C8 4.558 0.261 0.356  0.249
C9 5.348 0.221 1.478  -0.300
H11 5.458 -0.601 2.156  0.228
H12 3.802 -4.170 -0.493  0.214
H13 6.638 1.817 2.346  0.229
H14 -0.549 -2.280 1.088  0.176
O2 4.664 1.480 -0.223  -0.403
C10 -1.297 0.359 0.699  -0.062
C11 -1.586 -2.166 0.765  -0.056
C12 2.545 -0.533 -0.933  -0.042
H15 -6.197 -1.607 1.588  0.215
H16 0.228 2.896 -0.703  0.165
H17 0.087 2.205 -2.342  0.198
C13 -5.825 -0.875 0.885  -0.218
C14 -4.887 1.020 -0.899  -0.160
C15 1.953 0.842 -1.095  -0.247
C16 -3.238 1.900 0.801  -0.220
H18 1.726 -3.720 -1.767  0.213
H19 -1.160 -0.994 -0.980  0.225
H20 -4.448 -0.016 2.280  0.216
N1 0.516 0.805 -0.868  -0.452
H21 -2.111 2.872 -1.338  0.201
H22 -7.101 -1.527 -0.707  0.215
N2 -1.914 1.606 0.291  -0.452
H23 5.085 -2.297 0.444  0.214
C17 -6.336 -0.829 -0.401  -0.218
H24 -1.854 -3.042 0.155  0.159
C18 -5.868 0.124 -1.290  -0.221
C19 -1.753 -0.898 -0.072  -0.463
C20 -1.648 1.912 -1.095  -0.222
H25 -3.270 -1.977 1.709  0.466
C21 -4.351 0.968 0.383  -0.057
H26 0.942 -1.394 -2.027  0.216
C22 3.450 -3.158 -0.622  -0.214
C23 5.959 1.490 1.585  -0.310
H27 -2.804 -0.802 -0.353  0.214
H28 -6.272 0.174 -2.291  0.213
C24 -0.135 2.030 -1.286  -0.216

Output
Largest force on an atom, eV Å⁻¹: 1.11
SMILES: OCC[C@H]1CN(Cc2ccccc2-c2ccco2)CCN1Cc1ccccc1
Gap between HOMO and LUMO, Ha: 0.3277
HOMO, eV: -8.1
Energy relative to the best compared isomer or geometry (same formula, charge and spin), kcal per mole: 67.1
Total charge: 0



[4]
A single Cl4H2N2Si2 molecule at a distorted geometry. Source: OMol25; level of theory: ωB97M-V/def2-TZVPD.

Last column: natural (NBO) charge in e.
Cartesian coordinates (Å):
Cl1 -2.438 -1.642 0.139  -0.353
Si1 -1.269 -0.041 -0.113  1.751
Cl2 2.619 -1.595 0.013  -0.302
Cl3 2.357 1.723 0.046  -0.316
N1 -0.165 -0.161 -1.390  -1.442
Si2 1.434 -0.025 0.179  1.725
H1 -0.138 0.428 -2.203  0.399
H2 -0.073 -0.243 2.097  0.426
Cl4 -2.350 1.636 0.122  -0.357
N2 0.023 -0.079 1.111  -1.531

Output
Largest force on an atom, eV Å⁻¹: 5.33
Gap between HOMO and LUMO, Ha: 0.3623
HOMO, eV: -9.7
Total charge: 0



no.,LUMO energy (eV)
1,1.003
2,0.683
3,0.843
4,0.177